1.
Entry from the OMol25 dataset: a structure of composition C22H24InN8O9Se (ωB97M-V with the def2-TZVPD basis set).

Its energy above the lowest of the compared OMol25 structures with the same formula, charge and spin is 0.0 kJ/mol. Its multiplicity is 1. The HOMO energy is -5.20 eV. The value obtained for the LUMO energy is 2.4 eV. As for the charge: -1. As for the total energy: -124076.8724 eV.

Structure (XYZ):
```
65
C22H24InN8O9Se | the OMol25 dataset | ωB97M-V with the def2-TZVPD basis set
In -0.525 0.208 -0.028
O 0.746 0.712 4.018
C 0.431 0.793 2.834
N 0.331 -0.180 1.921
C 0.282 -1.536 2.280
C 1.125 -2.123 3.213
C 1.014 -3.478 3.504
C 0.060 -4.249 2.860
C -0.792 -3.680 1.919
C -0.692 -2.324 1.616
N -1.471 -1.642 0.675
C -2.590 -2.100 0.130
O -3.172 -3.174 0.294
C -3.222 -1.088 -0.819
C -4.426 -1.394 -1.430
C -4.996 -0.464 -2.282
C -4.346 0.737 -2.507
C -3.140 0.969 -1.872
N -2.601 0.076 -1.039
C 0.047 2.157 2.279
C 0.343 3.305 2.991
C 0.012 4.529 2.441
C -0.604 4.573 1.199
C -0.878 3.384 0.555
N -0.578 2.205 1.101
H 1.850 -1.501 3.718
H 1.672 -3.925 4.240
H -0.034 -5.304 3.092
H -1.549 -4.269 1.425
H -4.873 -2.353 -1.215
H -5.938 -0.679 -2.773
H -4.742 1.485 -3.179
H -2.578 1.878 -2.060
H 0.848 3.200 3.940
H 0.256 5.446 2.963
H -0.844 5.510 0.717
H -1.311 3.361 -0.439
C 3.699 0.258 0.422
O 3.527 1.156 -0.672
C 2.891 2.308 -0.355
O 2.546 2.584 0.771
N 2.769 3.070 -1.481
N 1.897 4.177 -1.396
H 4.238 -0.595 0.014
H 2.737 -0.068 0.815
H 4.276 0.725 1.219
H 2.666 2.518 -2.334
H 0.971 3.888 -1.705
H 2.230 4.857 -2.067
C 2.187 -3.631 -0.215
N 1.318 -3.439 -1.365
C 0.696 -2.253 -1.563
N -0.221 -2.165 -2.549
O 0.981 -1.288 -0.828
H 2.523 -4.666 -0.210
H 1.670 -3.418 0.721
H 3.056 -2.979 -0.289
H 0.968 -4.247 -1.846
H -0.288 -2.922 -3.207
H -0.421 -1.220 -2.929
O -0.752 0.299 -3.637
Se -0.008 1.664 -3.125
O -0.996 2.953 -3.195
O 0.290 1.446 -1.469
O 1.435 1.922 -3.810
```


2.
Entry from the OMol25 dataset: the ion C4H9N2 with charge +1 at a distorted geometry (ωB97M-V with the def2-TZVPD basis set).

The SMILES is C=CN=[N+](C)C. Its energy above the lowest of the compared OMol25 structures with the same formula, charge and spin is 526.5 kJ/mol. Its multiplicity is 1. The HOMO energy is -14.95 eV. The value obtained for the LUMO energy is -5.7 eV. As for the charge: +1. As for the total energy: -7262.6851 eV.

Structure (XYZ):
```
15
C4H9N2 | the OMol25 dataset | ωB97M-V with the def2-TZVPD basis set
C 1.678 -0.879 0.149
C 2.625 0.135 -0.080
C -2.146 -0.694 -0.062
C -0.452 1.129 -0.039
N 0.020 -1.168 0.096
N -0.768 -0.240 0.046
H 2.175 -1.751 0.376
H 3.615 -0.089 0.093
H 2.361 1.054 -0.524
H -2.771 -0.358 0.919
H -2.735 -0.003 -0.676
H -2.375 -1.793 -0.162
H 0.009 1.545 0.770
H 0.121 1.444 -0.861
H -1.359 1.667 -0.046
```


3.
Entry from the OMol25 dataset: a structure of composition C32H37ClN2Si2Tb at a distorted geometry (ωB97M-V with the def2-TZVPD basis set).

Its energy above the lowest of the compared OMol25 structures with the same formula, charge and spin is 148.3 kJ/mol. Its multiplicity is 7. The HOMO energy (spin up / spin down) is -9.46 / -9.43 eV. The value obtained for the LUMO energy (spin up / spin down) is -3.3 / -3.3 eV. The expectation value of S² is 12.7073. As for the charge: +1. As for the total energy: -87470.7562 eV.

Structure (XYZ):
```
75
C32H37ClN2Si2Tb | the OMol25 dataset | ωB97M-V with the def2-TZVPD basis set
C -0.738 1.344 -0.702
C 0.658 1.604 -0.619
C 1.134 1.805 -1.950
H 1.229 1.733 0.303
C 0.043 1.620 -2.850
C -1.115 1.321 -2.075
H -2.131 1.225 -2.459
H -1.416 1.330 0.149
H 2.131 2.150 -2.204
H 0.063 1.782 -3.927
Tb 0.535 -0.695 -1.800
Si 4.396 -2.695 0.753
C 5.665 -1.612 1.599
C 6.929 -2.087 1.980
H 7.187 -3.135 1.799
C 7.823 -1.230 2.632
H 8.781 -1.612 2.986
C 7.493 0.120 2.845
H 8.204 0.791 3.328
C 6.225 0.589 2.475
H 5.951 1.637 2.626
C 5.285 -0.306 1.962
H 4.233 0.010 1.867
C 3.957 -1.965 -0.916
C 3.985 -0.579 -1.055
H 4.317 0.055 -0.234
C 3.760 -0.005 -2.344
H 3.980 1.055 -2.486
C 2.821 -0.678 -3.221
H 2.274 -0.137 -3.995
C 2.880 -2.129 -3.159
H 2.422 -2.747 -3.918
C 3.710 -2.697 -2.129
H 3.904 -3.774 -2.116
H 3.162 -2.469 1.551
Si 4.575 -1.408 -3.470
C 5.049 -1.753 -5.285
C 6.271 -1.241 -5.736
H 6.840 -0.569 -5.090
C 6.806 -1.614 -6.975
H 7.772 -1.223 -7.287
C 6.096 -2.492 -7.804
H 6.519 -2.807 -8.761
C 4.835 -2.943 -7.399
H 4.252 -3.587 -8.065
C 4.310 -2.579 -6.151
H 3.332 -2.957 -5.851
C 6.350 -1.435 -2.690
C 7.002 -0.278 -2.265
H 6.634 0.711 -2.553
C 8.132 -0.382 -1.444
H 8.595 0.525 -1.060
C 8.658 -1.635 -1.121
H 9.543 -1.713 -0.488
C 8.046 -2.787 -1.617
H 8.452 -3.772 -1.387
C 6.895 -2.687 -2.405
H 6.422 -3.601 -2.780
H 4.695 -4.091 0.877
Cl 0.334 -3.186 -2.283
N -1.776 -1.408 -0.938
C -2.178 -1.312 0.487
C -1.334 -2.134 1.445
C 0.142 -2.402 1.156
N 0.878 -1.277 0.500
H -1.774 -2.387 -1.244
H -2.482 -0.950 -1.514
H -2.173 -0.259 0.777
H -3.218 -1.653 0.577
H -1.418 -1.678 2.439
H -1.805 -3.122 1.536
H 0.658 -2.625 2.103
H 0.252 -3.277 0.503
H 1.881 -1.523 0.491
H 0.825 -0.435 1.083
```


4.
Entry from the OMol25 dataset: a cluster of 2 separate species, C18H34NO5S in total at a distorted geometry (ωB97M-V with the def2-TZVPD basis set).

Its multiplicity is 1. The HOMO energy is -1.93 eV. The value obtained for the LUMO energy is 2.4 eV. As for the charge: -1. As for the total energy: -41773.6786 eV.

Structure (XYZ):
```
59
C18H34NO5S | the OMol25 dataset | ωB97M-V with the def2-TZVPD basis set
C -3.758 2.771 3.229
C -4.095 1.696 2.740
C -4.316 0.251 2.128
C -2.907 -0.189 1.464
C -2.490 -1.703 1.824
N -2.602 -2.627 0.685
C -1.433 -2.505 -0.202
C -0.453 -3.763 -0.130
C 0.290 -3.911 1.295
C 1.785 -3.311 1.265
C 2.341 -2.901 2.702
C 2.562 -1.340 2.919
C 1.232 -0.471 2.792
C 0.982 0.157 1.364
C 1.954 1.386 1.015
C 1.922 1.577 -0.577
O 0.643 2.006 -1.067
C -0.122 0.918 -1.648
H -3.124 3.676 3.422
H -5.160 0.258 1.385
H -4.474 -0.428 3.013
H -2.864 0.011 0.356
H -2.135 0.489 1.968
H -3.074 -2.027 2.741
H -1.373 -1.658 2.091
H -0.845 -1.540 -0.071
H -1.847 -2.481 -1.275
H 0.380 -3.729 -0.920
H -0.990 -4.750 -0.324
H -0.328 -3.519 2.152
H 0.368 -5.039 1.459
H 2.433 -4.185 0.915
H 1.915 -2.511 0.474
H 3.373 -3.381 2.811
H 1.709 -3.381 3.518
H 3.407 -0.911 2.293
H 2.907 -1.224 4.003
H 1.332 0.403 3.521
H 0.384 -1.106 3.184
H -0.071 0.592 1.348
H 1.028 -0.574 0.508
H 1.454 2.302 1.473
H 2.996 1.215 1.410
H 2.341 0.657 -1.087
H 2.660 2.420 -0.808
H -0.898 0.593 -0.876
H 0.474 -0.006 -1.897
H -0.697 1.258 -2.573
C -0.334 3.729 -4.524
C 1.086 3.437 -4.077
O 1.779 3.057 -5.270
S 1.151 3.861 -6.524
O 1.970 4.999 -6.785
O 0.800 2.918 -7.532
O -0.201 4.370 -5.797
H -0.902 2.806 -4.665
H -0.862 4.376 -3.824
H 1.130 2.644 -3.333
H 1.566 4.336 -3.679
```


5.
Entry from the OMol25 dataset: an isolated molecule of C11H14N2O4 at a distorted geometry (ωB97M-V with the def2-TZVPD basis set).

The SMILES is N[C@@H](Cc1ccc(O)cc1)C(=O)NCC(=O)O. Its energy above the lowest of the compared OMol25 structures with the same formula, charge and spin is 17.9 kJ/mol. Its multiplicity is 1. The HOMO energy is -8.97 eV. The value obtained for the LUMO energy is 0.5 eV. As for the charge: 0. As for the total energy: -22805.0424 eV.

Structure (XYZ):
```
31
C11H14N2O4 | the OMol25 dataset | ωB97M-V with the def2-TZVPD basis set
C 0.568 0.024 -0.405
C 2.025 0.474 -0.252
C -0.253 0.519 0.828
C -1.742 0.318 0.573
C -2.376 -0.792 1.133
C -2.503 1.158 -0.244
C -3.723 -1.027 0.843
C -3.886 0.981 -0.400
C -4.487 -0.132 0.142
C 4.266 -0.035 -0.890
C 5.064 -0.228 0.431
H -0.349 -1.477 -1.411
H 0.132 -1.961 0.058
H 0.172 0.637 -1.240
H -0.005 1.533 0.880
H 0.060 0.107 1.823
H -1.822 -1.524 1.703
H -2.048 2.050 -0.712
H -4.231 -1.934 1.219
H -4.477 1.670 -0.969
H -6.234 0.397 -0.465
H 2.490 -1.208 -1.243
H 4.781 -0.683 -1.587
H 4.358 1.019 -1.194
H 3.825 1.203 0.962
N 0.434 -1.420 -0.808
N 2.868 -0.408 -0.764
O 2.402 1.565 0.200
O -5.812 -0.396 -0.063
O 5.941 -1.037 0.504
O 4.563 0.605 1.350
```


6.
Entry from the OMol25 dataset: an isolated molecule of C7H16O at a distorted geometry (ωB97M-V with the def2-TZVPD basis set).

The SMILES is C[C@@H](CO)C(C)(C)C. Its energy above the lowest of the compared OMol25 structures with the same formula, charge and spin is 113.1 kJ/mol. Its multiplicity is 1. The HOMO energy is -9.47 eV. The value obtained for the LUMO energy is 0.8 eV. As for the charge: 0. As for the total energy: -9565.0983 eV.

Structure (XYZ):
```
24
C7H16O | the OMol25 dataset | ωB97M-V with the def2-TZVPD basis set
C -0.332 0.767 0.010
C 0.434 -0.752 -0.498
C -0.556 -1.695 0.064
C 0.757 1.849 -0.038
C -1.400 1.111 -1.038
C -0.965 0.796 1.407
C 1.857 -0.940 0.003
O -0.120 -3.052 -0.640
H 0.620 -3.427 -0.140
H 0.421 -0.739 -1.590
H -1.579 -1.571 -0.280
H -0.469 -1.869 1.137
H 0.324 2.845 0.117
H 1.504 1.710 0.750
H 1.272 1.864 -1.003
H -1.839 2.098 -0.843
H -2.225 0.394 -1.041
H -0.974 1.143 -2.046
H -0.253 0.492 2.180
H -1.311 1.808 1.655
H -1.855 0.164 1.477
H 2.289 -1.843 -0.437
H 1.897 -1.038 1.091
H 2.502 -0.111 -0.296
```


7.
Entry from the OMol25 dataset: an isolated molecule of C3H6N2S at a distorted geometry (ωB97M-V with the def2-TZVPD basis set).

The SMILES is N/C=C\C(N)=S. Its energy above the lowest of the compared OMol25 structures with the same formula, charge and spin is 73.6 kJ/mol. Its multiplicity is 1. The HOMO energy is -8.10 eV. The value obtained for the LUMO energy is 0.4 eV. As for the charge: 0. As for the total energy: -17023.2779 eV.

Structure (XYZ):
```
12
C3H6N2S | the OMol25 dataset | ωB97M-V with the def2-TZVPD basis set
C 1.358 -0.248 -0.017
C 0.039 -0.648 -0.140
C -1.116 0.152 -0.103
H 1.428 1.835 0.036
H 3.011 0.974 -0.155
H 2.099 -1.115 -0.097
H -0.017 -1.717 -0.018
H -3.166 -0.012 0.096
H -2.205 -1.550 0.347
N 2.014 0.963 0.078
N -2.310 -0.509 0.012
S -1.135 1.874 -0.038
```


8.
Entry from the OMol25 dataset: a cluster of 2 separate species, C11H29N2OS in total (ωB97M-V with the def2-TZVPD basis set).

Its multiplicity is 1. The HOMO energy is -12.19 eV. The value obtained for the LUMO energy is -3.7 eV. As for the charge: +1. As for the total energy: -27732.1595 eV.

Structure (XYZ):
```
44
C11H29N2OS | the OMol25 dataset | ωB97M-V with the def2-TZVPD basis set
C 3.646 -1.288 2.602
C 3.568 -0.003 1.782
C 3.137 -0.305 0.340
C 2.805 0.978 -0.440
N 1.456 0.924 -1.070
S 0.317 2.024 -0.573
C -0.204 1.661 1.142
C -1.734 1.482 1.170
C -2.167 0.319 2.050
C -2.130 -1.076 1.386
C -1.091 -1.296 0.294
N -1.318 -2.575 -0.386
H 3.695 -1.082 3.667
H 2.749 -1.878 2.440
H 4.524 -1.866 2.335
H 4.523 0.513 1.797
H 2.796 0.636 2.209
H 2.256 -0.941 0.405
H 3.921 -0.862 -0.162
H 2.883 1.840 0.210
H 3.529 1.089 -1.239
H 1.055 -0.009 -1.037
H 1.091 3.111 -0.395
H 0.291 0.742 1.431
H 0.140 2.455 1.796
H -2.146 1.404 0.169
H -2.148 2.403 1.572
H -1.614 0.316 2.985
H -3.198 0.514 2.331
H -3.094 -1.359 0.973
H -1.908 -1.805 2.159
H -1.090 -0.494 -0.448
H -0.098 -1.303 0.761
H -0.648 -3.264 -0.071
H -1.237 -2.463 -1.389
C -2.683 0.926 -3.891
C -2.796 -0.314 -3.025
O -1.714 -1.220 -3.257
H -2.661 0.651 -4.945
H -3.523 1.599 -3.722
H -1.757 1.468 -3.674
H -3.707 -0.862 -3.253
H -2.824 -0.040 -1.962
H -0.892 -0.754 -3.066
```


9.
Entry from the OMol25 dataset: the ion CH5N4O3 with charge +1 at a distorted geometry (ωB97M-V with the def2-TZVPD basis set).

The SMILES is N/C(=N/[NH3+])O[N+](=O)[O-]. Its energy above the lowest of the compared OMol25 structures with the same formula, charge and spin is 30.2 kJ/mol. Its multiplicity is 1. The HOMO energy is -15.26 eV. The value obtained for the LUMO energy is -4.1 eV. As for the charge: +1. As for the total energy: -13208.3981 eV.

Structure (XYZ):
```
13
CH5N4O3 | the OMol25 dataset | ωB97M-V with the def2-TZVPD basis set
C 0.332 0.590 -0.002
N 1.494 0.110 0.010
N -0.054 1.831 -0.052
N -2.264 -0.218 -0.006
N 1.749 -1.282 0.044
O -2.595 0.913 -0.039
O -2.864 -1.218 -0.009
O -0.876 -0.474 0.045
H 0.631 2.570 -0.099
H -1.045 2.065 -0.043
H 2.778 -1.379 0.048
H 1.360 -1.772 -0.783
H 1.355 -1.736 0.888
```


10.
Entry from the OMol25 dataset: a cluster of 4 separate species, C3H11NO3 in total at a distorted geometry (ωB97M-V with the def2-TZVPD basis set).

The SMILES is C=CN=C.O.O.O. Its energy above the lowest of the compared OMol25 structures with the same formula, charge and spin is 268.3 kJ/mol. Its multiplicity is 1. The HOMO energy is -9.15 eV. The value obtained for the LUMO energy is 0.8 eV. As for the charge: 0. As for the total energy: -10920.2249 eV.

Structure (XYZ):
```
18
C3H11NO3 | the OMol25 dataset | ωB97M-V with the def2-TZVPD basis set
C -2.057 -0.705 0.744
C -2.415 -0.774 -0.534
C 0.099 -1.387 1.213
N -0.688 -0.425 1.002
H -2.706 -0.513 1.600
H -1.618 -0.828 -1.253
H -3.357 -1.103 -0.941
H 1.172 -1.281 1.236
H -0.341 -2.367 1.360
H 0.025 1.178 1.401
H 1.004 1.855 2.414
O 0.989 1.375 1.578
H 1.102 -0.917 -2.537
H 1.115 0.622 -2.165
O 0.581 -0.106 -2.545
H 1.744 1.571 -0.168
H 3.108 1.070 -0.985
O 2.194 1.340 -0.995
```


11.
Entry from the OMol25 dataset: a cluster of 12 separate species, C3H30NO11S in total at a distorted geometry (ωB97M-V with the def2-TZVPD basis set).

Its energy above the lowest of the compared OMol25 structures with the same formula, charge and spin is 43.9 kJ/mol. Its multiplicity is 1. The HOMO energy is -4.70 eV. The value obtained for the LUMO energy is 2.7 eV. As for the charge: -1. As for the total energy: -38447.9769 eV.

Structure (XYZ):
```
46
C3H30NO11S | the OMol25 dataset | ωB97M-V with the def2-TZVPD basis set
C -0.341 -0.354 -0.447
C 0.177 -0.313 -1.980
S 0.329 1.393 -2.397
C -1.811 0.001 -0.295
N -2.321 0.301 1.049
H 0.243 0.423 0.114
H -0.061 -1.397 -0.217
H -0.718 -0.741 -2.453
H 0.968 -1.030 -2.333
H -2.439 -0.842 -0.646
H -2.025 0.915 -0.899
H -2.149 -0.481 1.693
H -1.844 1.049 1.545
H 0.223 -0.166 2.298
H 1.669 -0.141 2.759
O 0.848 -0.648 2.837
H 2.750 -1.808 1.779
H 1.777 -2.365 0.766
O 2.665 -1.982 0.831
H -2.277 -3.249 1.864
H -2.023 -2.597 3.239
O -2.359 -3.411 2.816
H -2.686 -1.580 -2.827
H -3.636 -2.090 -1.749
O -2.861 -2.416 -2.319
H 3.812 -0.303 1.493
H 3.247 1.115 2.104
O 3.448 0.177 2.231
H -1.913 -3.498 -0.728
H -1.794 -2.155 0.044
O -1.746 -3.115 0.148
H 0.636 2.539 2.031
H -0.453 3.060 1.040
O -0.281 2.787 1.945
H 3.467 0.944 -2.264
H 3.028 0.056 -1.090
O 3.840 0.270 -1.659
H 2.754 2.284 -0.075
H 2.364 3.473 0.864
O 2.898 2.674 0.808
H 0.701 4.441 -0.969
H 0.524 2.847 -0.988
O 0.856 3.644 -0.466
H -3.005 1.055 -2.638
H -1.779 0.761 -3.501
O -2.702 0.473 -3.356
```


12.
Entry from the OMol25 dataset: an isolated molecule of C2ClFN2O at a distorted geometry (ωB97M-V with the def2-TZVPD basis set).

The SMILES is Fc1nonc1Cl. Its energy above the lowest of the compared OMol25 structures with the same formula, charge and spin is 202.9 kJ/mol. Its multiplicity is 1. The HOMO energy is -11.35 eV. The value obtained for the LUMO energy is 0.3 eV. As for the charge: 0. As for the total energy: -22337.9421 eV.

Structure (XYZ):
```
7
C2ClFN2O | the OMol25 dataset | ωB97M-V with the def2-TZVPD basis set
C 0.399 0.740 -0.130
C -0.670 -0.174 0.082
N 1.447 -0.047 -0.082
N -0.296 -1.374 0.122
O 1.111 -1.258 -0.030
F 0.390 2.066 0.082
Cl -2.381 0.048 -0.044
```